Entry 1:
116
Properties=species:S:1:pos:R:3:lowdin_charge:R:1 method="wB97M-V/def2-TZVPD" homo_ev="-12.408 / -12.658" spin_multiplicity=4 largest_force_ev_per_a=0.84 total_charge=+2 orbital_gap_ev="6.7699 / 5.7255"
H 4.37 5.93 0.65 0.114
H 3.11 -2.56 5.08 0.113
H 3.14 -0.17 -6.33 0.126
C -6.03 2.62 -0.76 -0.083
C -2.42 -0.84 -3.79 -0.087
C -0.80 3.13 -0.53 -0.980
C 3.50 -0.82 -0.99 -0.372
H -2.62 1.45 4.82 0.122
O 2.69 1.56 -1.70 -0.413
H 3.48 2.15 3.65 0.107
H 3.92 -1.92 -2.79 0.116
C -2.54 -0.22 1.12 -0.395
C -4.68 -1.63 -3.63 -0.051
C 0.73 -1.20 -3.49 -0.331
Re -0.05 0.00 -0.39 1.126
C -3.83 -0.92 1.44 0.002
C 2.47 -0.47 -5.53 -0.019
C -3.79 0.10 3.77 -0.066
H -2.64 5.29 -2.86 0.087
C 4.90 3.88 0.32 -0.053
H 1.50 3.04 1.95 0.077
S 2.16 0.19 -1.60 0.721
H -4.02 -0.17 -5.05 0.121
C 5.00 -1.12 0.84 -0.048
H -5.28 -1.23 2.90 0.115
P 2.71 0.54 1.26 1.101
C 0.52 -1.67 -4.78 -0.054
C 2.85 4.59 1.37 -0.054
C 3.37 1.12 3.95 -0.075
H 3.54 0.64 -4.01 0.133
C 1.10 -5.86 -1.07 -0.045
H -2.38 -1.83 3.56 0.156
C 3.17 -1.53 4.77 -0.057
H 2.60 -4.85 0.11 0.116
C -3.73 -0.82 -4.23 -0.054
N -1.57 -1.80 2.96 0.157
H -0.26 -3.24 3.90 0.136
C 1.24 -3.47 -0.82 -0.115
N -0.16 1.90 1.31 -0.058
H 0.53 1.65 4.08 0.126
C -4.52 4.48 -1.00 -0.042
C 1.39 -1.30 -5.79 -0.022
C 3.86 -0.53 0.33 -0.364
C 0.38 -2.19 2.06 -0.111
H -5.47 0.83 -1.81 0.096
C 4.22 -1.70 -1.78 -0.045
C 3.30 2.24 1.06 -0.377
C -2.05 -1.68 -2.75 -0.357
C 3.46 -0.54 5.70 -0.057
H -4.22 -0.17 4.74 0.111
C -2.44 4.31 -2.41 -0.423
C 4.51 2.56 0.46 -0.077
H -2.53 1.83 0.53 0.086
H 3.61 -0.80 6.74 0.115
C 2.97 -1.19 3.44 -0.132
H -6.95 2.20 -0.36 0.107
N -0.73 3.03 0.73 -0.048
H -4.26 5.50 -0.78 0.119
C -0.41 -2.54 3.10 -0.009
C -0.72 1.53 2.43 -0.253
H 2.20 5.39 1.72 0.113
H -2.02 3.68 -3.19 0.059
H -1.69 -0.19 -4.27 0.110
C 5.75 -2.00 0.05 -0.028
C 2.71 -0.02 -4.24 -0.042
C -4.36 -0.72 2.65 -0.073
H -5.70 -1.63 -3.98 0.120
H 1.22 -1.65 -6.80 0.124
H 5.31 -0.91 1.85 0.121
P -0.37 -1.65 -2.12 1.004
C 1.73 -4.74 -0.53 -0.054
C -3.01 -2.47 -2.11 -0.102
H -4.31 -1.55 0.69 0.126
C -0.48 -4.44 -2.21 -0.067
C -4.32 -2.45 -2.56 -0.054
C -2.85 1.28 1.40 -0.070
C 0.13 0.85 3.45 -0.007
H -3.41 1.80 -2.75 0.088
H -6.33 4.54 0.15 0.110
O -2.02 -0.27 -0.20 -0.349
H 0.98 0.33 3.01 0.017
C 0.14 -3.32 -1.66 -0.324
C -2.20 1.78 2.66 -0.199
H 2.78 -1.97 2.72 0.077
S -0.40 1.88 -1.73 0.662
C 1.84 -0.42 -3.23 -0.384
H 1.35 -2.56 1.78 0.086
H 6.64 -2.46 0.46 0.122
C 3.57 0.78 5.29 -0.051
C -2.86 1.07 3.83 -0.034
H 1.48 -6.85 -0.84 0.119
H -0.47 -6.58 -2.34 0.120
C 3.07 0.14 3.01 -0.388
H -1.32 -4.34 -2.88 0.110
C -3.69 3.72 -1.82 -0.297
C 4.07 4.90 0.77 -0.056
C -1.47 -1.02 1.89 -0.259
H 1.75 -2.61 -0.41 0.065
S -1.16 4.73 -1.18 0.943
H 3.81 1.56 6.00 0.117
H 5.17 1.77 0.10 0.109
H -5.06 -3.08 -2.09 0.117
C 2.46 3.27 1.50 -0.111
H 5.84 4.12 -0.15 0.114
H -0.33 -2.30 -5.01 0.122
H -0.44 0.18 4.10 0.092
C -5.21 1.85 -1.57 -0.079
H -2.74 -3.10 -1.27 0.114
C 0.01 -5.71 -1.91 -0.044
C -5.69 3.93 -0.47 -0.067
N -0.30 -1.25 1.30 -0.055
H -3.92 1.41 1.45 0.135
C -4.05 2.40 -2.10 -0.057
C 5.35 -2.30 -1.24 -0.034
H 5.93 -2.99 -1.85 0.122
H -2.36 2.86 2.77 0.174

***

Entry 2:
118
Properties=species:S:1:pos:R:3:lowdin_charge:R:1 method="wB97M-V/def2-TZVPD" relative_energy_ev=0.000 homo_ev="-12.269 / -12.271" spin_multiplicity=5 largest_force_ev_per_a=1.11 total_charge=+2 orbital_gap_ev="7.4984 / 4.1639"
C -0.26 3.02 -3.21 -0.098
H -5.69 -2.87 2.90 0.121
H 1.86 3.99 -4.60 0.114
C 0.42 -5.94 -1.94 -0.105
H -2.40 3.52 -4.74 0.123
H 3.59 -4.24 3.75 0.109
H 8.84 -0.58 2.51 0.112
C -0.31 4.93 -7.01 -0.060
H 1.72 -7.60 -2.36 0.112
H -0.51 -3.39 -3.72 0.056
C 1.06 -7.14 -1.64 -0.072
C -0.85 1.84 -2.82 -0.190
C -1.08 0.36 -4.81 -0.023
C -3.62 -0.66 1.43 -0.031
C 3.26 -3.84 2.80 -0.061
H 1.82 5.10 -6.79 0.112
O 1.78 0.16 -2.29 -0.034
H -3.33 -4.24 -2.55 0.052
N 1.54 0.18 0.89 0.101
H 0.62 5.49 -2.71 0.103
H 2.97 -5.78 1.92 0.108
C 7.81 -0.37 2.27 -0.063
C -2.75 0.28 -3.07 -0.054
N 3.20 1.64 1.12 -0.050
C -4.61 3.65 6.41 -0.033
H -5.24 3.99 7.23 0.121
H -0.84 -1.85 -2.96 0.006
C 1.05 4.81 -1.99 -0.006
C -4.39 2.69 4.22 -0.015
H -0.16 0.77 -5.21 0.126
H -0.32 4.87 2.19 0.069
H -3.14 0.66 -2.13 0.106
C -2.94 -1.16 -4.99 -0.070
H 3.45 -1.80 3.41 0.120
Cl -0.88 -2.52 0.34 0.418
H 4.99 2.68 0.99 0.098
H -2.78 4.13 7.43 0.120
H 7.57 1.07 3.84 0.111
C 2.74 -1.96 1.39 -0.184
H 3.61 3.49 0.23 0.077
C 3.93 2.90 1.09 -0.011
N 0.34 3.53 -2.08 -0.037
H 2.11 -2.43 -0.60 0.074
C -0.65 -5.96 0.21 -0.108
C 0.89 4.76 -6.34 -0.059
C 5.77 0.82 2.71 -0.043
H 0.69 -2.70 -2.62 0.026
H -2.43 4.61 -6.96 0.113
N -1.36 1.18 1.43 0.130
H -1.52 4.89 3.51 0.105
C -1.57 0.82 -3.59 -0.195
C -2.17 2.34 3.23 -0.045
C 3.17 -2.47 2.61 -0.023
C -3.69 -0.33 3.85 0.000
C 7.19 -1.04 1.22 -0.055
C 1.87 1.47 0.84 -0.466
H 5.38 -1.30 0.11 0.122
N -0.61 1.64 -1.50 0.000
C -4.53 -1.68 1.55 -0.048
H 0.61 -5.48 -2.90 0.100
C -0.44 -5.34 -1.02 -0.313
H -1.35 3.37 5.58 0.120
Si -1.23 -3.72 -1.43 0.295
H 5.21 1.52 3.32 0.116
H -3.34 0.18 4.73 0.123
C -0.68 4.35 3.07 0.000
C -0.68 2.29 1.58 -0.338
C -3.06 -3.74 -1.62 -0.183
H -4.88 -2.20 0.67 0.110
H 7.74 -1.77 0.64 0.112
H 0.12 4.26 3.80 0.106
Pd -0.44 -0.28 -0.61 0.543
C -4.56 -1.39 3.96 -0.036
C -1.49 4.48 -6.43 -0.055
C 3.73 0.39 1.34 -0.107
C -0.02 -7.15 0.52 -0.071
C -5.19 3.13 5.26 -0.038
H -3.43 -2.71 -1.67 0.012
N -1.15 3.02 2.68 -0.024
C 5.86 -0.78 0.92 -0.015
H 2.23 -4.87 -0.26 0.092
C 2.49 -4.20 0.55 -0.065
C 2.69 -0.49 1.19 -0.181
C -3.43 -0.71 -3.77 -0.086
O 2.56 -0.73 -2.35 0.030
C -1.76 -0.63 -5.50 -0.060
C 0.91 4.15 -5.10 -0.040
H -6.27 3.07 5.18 0.120
H 0.92 5.22 -0.99 0.072
H -4.35 -1.11 -3.38 0.107
C 2.41 -2.83 0.36 -0.072
H -3.25 -0.35 0.46 0.090
C 0.84 -7.74 -0.41 -0.067
H -4.84 2.28 3.33 0.128
P 0.78 2.88 0.61 1.177
H 1.34 -8.67 -0.16 0.112
H -1.38 -0.98 -6.45 0.115
C -2.42 3.33 5.49 -0.020
C -1.48 3.87 -5.19 -0.019
H -0.19 -7.63 1.48 0.111
H -1.30 -5.51 0.95 0.097
H -3.47 -1.92 -5.54 0.113
C -3.00 2.79 4.33 -0.177
C -2.29 1.14 2.41 -0.107
H -3.55 -4.27 -0.80 0.040
H -4.92 -1.70 4.93 0.120
C 5.15 0.16 1.66 -0.181
C 0.13 2.65 -1.06 -0.440
H 2.11 4.67 -2.19 0.098
C -0.27 3.71 -4.51 -0.182
C -3.20 0.05 2.58 -0.146
H 3.77 3.47 2.00 0.098
C 2.91 -4.71 1.77 -0.063
C -0.38 -2.83 -2.79 -0.188
H -0.33 5.40 -7.98 0.113
C -3.23 3.74 6.53 -0.039
C -4.99 -2.05 2.81 -0.021
C 7.10 0.56 3.02 -0.062

***

Entry 3:
120
Properties=species:S:1:pos:R:3:lowdin_charge:R:1 method="wB97M-V/def2-TZVPD" relative_energy_ev=0.000 homo_ev="-12.180 / -12.383" spin_multiplicity=2 largest_force_ev_per_a=1.23 total_charge=+2 orbital_gap_ev="4.5385 / 4.7597"
C -1.66 3.20 -0.86 -0.259
H -5.92 1.06 -0.88 0.107
H 2.68 -2.11 -0.87 0.042
H 0.61 2.02 -2.76 0.101
H 4.44 1.81 3.07 0.100
C 6.12 -0.68 -2.20 0.001
C -4.46 -0.52 -0.86 -0.368
H 6.57 -2.72 -4.65 0.090
C -3.46 -1.32 -4.09 -0.054
H -5.39 -1.36 -6.87 0.114
H 3.19 -2.54 5.77 0.069
Te 2.50 0.75 -0.27 1.570
H 1.34 -0.08 -2.76 0.001
C -3.69 2.02 2.20 0.121
C -0.03 4.40 3.84 -0.024
C -2.62 3.15 0.19 0.046
C -5.66 0.08 -0.50 -0.090
C 2.94 -1.91 1.29 -0.285
H -3.58 -2.64 -5.78 0.113
S -3.34 0.36 -1.93 1.025
C 3.23 0.10 2.63 -0.311
N -0.41 -1.74 0.41 0.060
C 5.76 -1.13 -3.46 -0.247
C 3.39 1.59 2.84 -0.072
N -0.17 -0.41 2.99 0.044
H -3.16 -2.20 -0.70 0.099
H 3.43 -3.96 4.74 0.081
H -3.62 1.24 2.95 0.154
H 4.79 -2.91 5.13 0.094
C 5.19 -0.18 -1.29 -0.288
O -2.01 -0.32 -1.78 -0.573
O -1.54 2.70 2.25 0.039
C 3.72 -2.92 4.89 -0.037
C 2.72 -2.71 0.03 -0.029
N -0.74 2.28 -1.14 0.014
C -3.72 4.00 0.18 0.016
C -4.10 -1.77 -0.40 -0.049
C 6.78 -1.67 -4.42 -0.035
H -5.37 1.46 -3.65 0.107
H 3.68 -0.21 4.69 0.134
C 3.84 -0.14 -1.68 -0.406
C -4.97 -2.44 0.45 -0.051
C 3.20 -2.66 2.44 -0.015
C -5.50 0.12 -5.33 -0.062
C -1.22 -5.10 -0.63 0.000
H 2.80 1.93 3.69 0.086
C 5.70 0.30 0.04 -0.060
C 2.23 5.53 2.69 -0.058
C -4.74 3.84 1.10 0.056
H 2.23 6.86 4.38 0.113
H 7.16 -0.72 -1.90 0.125
C -0.96 -3.92 0.07 -0.193
H -4.72 -3.43 0.82 0.110
C -0.88 -3.80 -2.65 -0.065
H -0.84 -3.78 -3.74 0.112
C 0.11 -0.06 4.21 -0.437
H -1.36 -5.90 -2.60 0.113
C 0.61 5.46 4.46 -0.061
N -1.66 4.13 -1.87 0.159
N -0.86 -3.66 1.43 0.202
C -3.97 -1.74 -5.31 -0.052
H 1.68 -1.60 -3.56 0.084
C 3.45 -0.70 3.75 -0.027
C 3.44 -2.08 3.68 -0.270
H 3.22 -3.74 2.35 0.129
C -4.76 2.83 2.10 -0.014
C -0.54 -2.36 1.58 -0.248
C -0.16 2.61 -2.31 -0.069
H -6.29 0.68 -5.81 0.113
H 0.22 5.85 5.39 0.112
H -5.62 2.74 2.75 0.128
N 0.46 1.91 1.27 -0.110
H 6.76 -1.12 -5.36 0.089
C -0.68 -2.71 -0.56 -0.260
H 7.78 -1.61 -4.00 0.080
Pt -0.35 0.51 0.18 1.142
H -7.47 -0.16 0.63 0.112
C 2.93 -0.51 1.40 -0.377
H -6.86 -2.39 1.48 0.112
O -2.23 0.88 0.88 -0.205
H 3.10 5.98 2.24 0.113
H -3.84 4.75 -0.58 0.121
C -1.17 -5.01 -2.01 -0.061
C -0.72 3.78 -2.77 0.011
H -0.52 4.37 -3.65 0.142
H 5.16 1.17 0.43 0.043
C -4.99 0.56 -4.11 -0.085
C -0.08 -2.45 4.05 -0.323
H -0.07 -3.51 4.22 0.086
C 1.74 6.03 3.89 -0.062
C -2.48 2.11 1.32 -0.558
H -2.23 4.96 -1.92 0.170
H -2.66 -1.87 -3.59 0.089
C 0.48 3.88 2.65 -0.162
S 0.25 -1.36 5.31 1.084
H -1.43 -6.03 -0.13 0.119
C 2.03 -0.57 -3.44 -0.068
H 5.63 -0.49 0.80 0.092
H -0.92 3.96 4.28 0.116
H 1.79 -3.29 0.09 0.073
C -4.99 -1.03 -5.92 -0.058
C 3.45 -0.57 -2.95 -0.311
H -1.02 -4.31 2.17 0.169
C -0.63 -2.64 -1.95 -0.052
C -0.18 2.74 1.97 -0.401
C 4.42 -1.05 -3.82 -0.006
C -3.98 -0.18 -3.51 -0.368
H -0.43 -1.71 -2.44 0.080
H -5.59 4.52 1.04 0.137
C -6.18 -1.86 0.82 -0.062
H 3.10 2.18 1.98 -0.007
H 6.75 0.59 -0.04 0.089
C -0.28 -1.76 2.89 -0.314
H 1.98 4.08 1.13 0.103
C -6.52 -0.60 0.35 -0.067
H 4.11 -1.38 -4.81 0.131
H 3.53 -3.43 -0.08 0.102
H 1.95 -0.10 -4.42 0.095
C 1.61 4.46 2.07 -0.045
H 0.25 0.97 4.52 0.087

***

Entry 4:
125
Properties=species:S:1:pos:R:3:lowdin_charge:R:1 method="wB97M-V/def2-TZVPD" homo_ev="-2.970 / -3.403" spin_multiplicity=7 largest_force_ev_per_a=3.72 total_charge=-1 orbital_gap_ev="3.0150 / 3.4478"
H -1.98 -0.85 2.82 0.094
H 6.09 -2.79 -1.26 0.108
O -8.56 -4.32 0.86 -0.115
H -3.23 -0.13 -7.60 0.124
H -1.49 3.58 7.33 0.087
C -2.58 2.04 -7.54 -0.277
H 2.64 -3.78 5.91 0.041
H -2.11 4.06 -7.06 0.106
H 5.72 -4.45 -1.70 0.066
N -1.11 -2.01 0.03 -0.045
C -1.17 -3.92 1.35 -0.065
H 1.76 -4.01 2.39 0.155
N 1.73 3.20 3.35 -0.195
O 0.28 2.39 1.03 -0.243
C 3.06 -3.92 -0.91 0.010
C -2.42 0.52 -5.65 -0.027
C -7.53 -3.53 0.40 -0.287
C 1.97 -3.18 1.64 -0.299
C -3.43 -0.72 -1.27 -0.267
Cl -2.68 2.15 0.88 -0.097
H 1.00 2.77 1.62 0.032
C 3.27 1.24 1.74 -0.096
H 3.22 3.69 0.87 0.109
C 1.38 3.72 5.67 -0.420
H 3.77 -2.69 4.96 0.033
N 2.68 3.54 5.81 -0.190
C 1.67 -3.82 -0.70 -0.017
C -1.79 1.52 -4.87 -0.189
H -4.88 -2.02 1.94 0.137
H -2.06 0.62 2.45 -0.018
C 6.06 -3.85 -0.86 -0.093
H 6.68 3.40 -2.60 0.103
H 2.98 2.74 -3.48 0.100
N 0.56 1.14 -1.84 -0.005
H 7.08 -4.16 -0.53 0.095
Se 3.37 3.41 4.08 1.145
H 3.99 -2.79 2.11 0.114
H -4.08 1.40 -3.75 0.085
C -5.52 -2.49 1.15 -0.047
N -2.19 -0.13 -1.53 -0.096
H -2.31 3.12 5.05 0.122
H 7.03 6.98 -1.52 0.076
C 3.98 2.53 -0.81 -0.179
C 2.61 0.92 0.46 -0.243
C 6.11 4.29 -0.72 -0.319
C -5.87 -2.83 -1.20 -0.021
C -0.02 1.49 -3.03 -0.220
C 1.11 -3.31 0.45 -0.136
H -10.45 -4.88 0.58 0.081
C 2.75 1.64 -0.74 -0.074
H -0.56 2.90 1.21 -0.039
H 3.47 -4.25 -1.89 0.110
Si 1.44 -2.22 4.19 0.592
H -9.26 -5.68 -0.55 0.117
C 1.70 -1.93 2.36 -0.195
C -0.32 -3.07 0.57 -0.242
C 3.42 -3.21 1.34 0.040
H 0.74 0.13 4.52 0.012
H 2.10 -0.18 5.67 0.024
C -5.05 -2.37 -0.17 -0.181
C -9.56 -4.70 -0.02 -0.127
O -2.89 2.32 -8.83 -0.121
H 0.14 -4.14 5.23 0.037
H 0.84 2.54 -4.83 0.098
C -2.73 0.71 -7.02 0.006
C -0.16 -3.25 4.61 -0.159
C -2.08 3.06 -6.71 -0.016
O -1.39 -0.15 2.40 -0.230
C -2.50 -2.41 0.27 -0.238
H 3.07 0.17 3.69 0.091
O 7.26 5.01 -0.86 -0.114
C 1.18 -0.60 5.22 -0.185
H -0.79 -4.75 1.96 0.101
C -3.66 -1.79 -0.39 -0.055
H -5.51 -2.65 -2.22 0.121
C -2.58 1.47 -9.92 -0.083
H -7.73 -3.92 -1.73 0.112
C -3.75 0.84 -2.94 -0.008
N 1.74 -0.17 0.63 0.018
C 1.93 -0.65 1.89 -0.338
C 0.84 3.36 4.37 -0.422
H 6.29 6.72 0.06 0.077
H -0.60 -3.59 3.70 -0.038
C 7.15 6.47 -0.58 -0.030
C -1.60 2.77 -5.48 -0.050
C -7.17 -3.37 -0.93 -0.015
C 4.03 3.57 0.11 -0.045
H 1.02 4.29 7.67 0.113
H 5.18 5.11 1.05 0.104
H 1.03 -4.06 -1.53 0.114
C 1.84 1.64 -1.82 -0.239
C -4.42 0.02 -2.05 -0.008
C 5.96 3.43 -1.83 -0.001
H -3.35 -4.04 1.52 0.073
C 0.92 2.25 -3.79 -0.038
C 0.51 4.04 6.75 0.024
H -2.66 2.08 -10.83 0.087
C -1.23 3.28 5.22 -0.125
C 2.07 2.29 -3.07 -0.029
H -3.31 0.67 -9.98 0.081
H -0.85 -2.65 5.18 0.006
H 3.07 -4.18 4.22 0.020
C -2.34 0.64 -2.68 -0.242
C -1.36 1.20 -3.51 -0.074
C -6.76 -3.00 1.44 -0.012
C 4.94 2.50 -1.81 -0.039
O 5.21 -4.07 0.25 -0.105
H 4.93 1.63 -2.55 0.148
C -0.83 3.68 6.51 -0.034
H 8.10 6.73 -0.08 0.086
H -2.64 -0.43 -5.21 0.114
C 3.89 -3.72 0.21 -0.319
H 0.44 -0.72 6.03 0.017
H -9.73 -3.87 -0.75 0.095
H -7.13 -3.10 2.47 0.124
N -0.45 3.07 4.19 0.145
H 3.99 2.04 1.98 0.034
H -5.52 -0.10 -1.99 0.112
Tb -0.68 0.32 0.09 1.529
H -1.53 1.16 -9.91 0.096
C -2.52 -3.55 1.10 -0.058
C 2.84 -3.32 4.87 -0.204
H -1.14 3.57 -4.94 0.110
C 5.16 4.40 0.25 -0.018
C 2.82 0.29 2.61 -0.055